Molecular formula: C16H27CrN2
Method: DFT, the ωB97M-V functional and the def2-TZVPD basis

Properties
Relative energy (zero: lowest compared OMol25 entry of this formula, charge and spin)   69.5 kJ/mol
Lowest unoccupied orbital energy (alpha / beta)   -8.727 / -7.374 eV
Energy   -48416.150 eV
Orbital gap (alpha / beta)   7.82 / 9.01 eV
⟨S²⟩   4.020

The geometry in ORCA input format:
```
! RIJCOSX wB97M-V def2-TZVPD def2/J DEFGRID3
* xyz 2 4
C -2.707 -0.192 -0.087
H -3.725 0.184 0.111
H -2.383 0.301 -1.027
H -2.096 0.127 0.798
C -2.752 -1.701 -0.268
H -1.815 -2.065 -0.721
H -2.799 -2.171 0.722
C -3.951 -2.138 -1.116
H -3.977 -3.225 -1.221
H -4.893 -1.819 -0.659
H -3.907 -1.699 -2.118
C 2.001 0.489 -0.030
C 1.637 -0.614 -0.867
C 0.713 -0.132 -1.857
C 0.481 1.267 -1.600
C 1.283 1.647 -0.468
C 1.514 3.044 0.005
C -0.309 2.200 -2.453
C 0.229 -0.898 -3.039
C 2.277 -1.964 -0.823
C 3.129 0.474 0.937
Cr -0.158 0.126 0.087
H -0.532 3.127 -1.913
H 0.242 2.462 -3.368
H -1.267 1.760 -2.757
H 0.647 3.678 -0.203
H 1.718 3.101 1.084
H 2.382 3.488 -0.505
H 3.218 -0.523 1.386
H 4.081 0.696 0.430
H 2.989 1.225 1.723
H 1.648 -2.720 -1.303
H 3.248 -1.969 -1.340
H 2.462 -2.296 0.209
H -0.837 -0.721 -3.229
H 0.775 -0.616 -3.952
H 0.360 -1.975 -2.887
N 0.501 1.027 3.049
C 0.519 0.573 4.313
C -0.046 -0.697 4.296
C -0.391 -0.953 2.964
N -0.060 0.110 2.200
H 0.765 1.958 2.726
H 0.888 1.185 5.121
H -0.215 -1.351 5.131
H -0.886 -1.809 2.521
*
```